P.
Entry from OMol25: a cluster of 2 separate species, C6H16N2 in total (the ωB97M-V functional and the def2-TZVPD basis).

Results
- orbital gap (eV) = 6.65

```
! RIJCOSX wB97M-V def2-TZVPD def2/J DEFGRID3
* xyz 0 1
N -1.44 -0.13 0.71
N 2.05 0.06 -0.13
C -0.30 -0.60 0.30
C -3.62 0.76 -0.05
C 3.22 0.64 0.46
C 0.90 0.60 0.17
C 0.21 -1.78 1.13
C -2.10 0.68 -0.28
H -1.91 0.27 -1.27
H 1.75 -1.34 -3.39
H -4.00 1.61 -0.62
H -4.11 -0.19 -0.24
H 0.82 1.34 1.00
H 2.36 -0.99 -3.14
H -0.44 -2.65 1.06
H -1.74 1.69 -0.06
H 3.28 1.73 0.31
H 4.12 0.17 0.08
H 3.23 0.54 1.53
H -3.82 0.93 0.97
H 1.15 -2.13 0.71
H 0.27 -1.44 2.17
H 0.44 1.15 -0.66
H -0.32 -0.90 -0.75
*
```

---

Q.
Entry from OMol25: the molecule C6H16N2 (the ωB97M-V functional and the def2-TZVPD basis).

Results
- structure (SMILES) = CCCCNCCN
- orbital gap (eV) = 9.54

```
! RIJCOSX wB97M-V def2-TZVPD def2/J DEFGRID3
* xyz 0 1
N -0.15 0.29 -0.92
N -3.46 1.55 -1.48
C 0.62 -0.81 -0.37
C 2.31 -1.14 2.68
C -2.31 0.88 -2.11
C 1.89 -0.05 1.72
C -1.59 0.03 -1.08
C 1.94 -0.35 0.26
H -1.73 -1.06 -1.18
H -3.29 2.19 -0.71
H -2.13 0.17 -0.13
H 2.25 0.51 -0.33
H -0.12 1.20 -0.52
H -1.67 1.66 -2.54
H 0.02 -1.48 0.27
H 2.29 -0.84 3.73
H 1.69 -2.04 2.62
H -2.72 0.30 -2.94
H 3.33 -1.46 2.47
H 2.70 -1.10 0.00
H 2.51 0.83 1.97
H -4.14 1.84 -2.17
H 0.89 0.31 1.98
H 0.88 -1.44 -1.22
*
```

---

The relative energies come out as P 4.707; Q 0.000, with values in eV.